Formula: C4H11N2
Source: OMol25
Level of theory: ωB97M-V/def2-TZVPD

XYZ file:
```
17
Properties=species:S:1:pos:R:3
C 2.07 -0.38 -1.09
C 0.98 -0.19 -0.36
N 1.09 -0.24 1.10
C -0.43 -0.53 -0.80
C -1.45 0.58 -0.43
N -1.42 0.75 1.05
H 3.04 -0.54 -0.62
H 2.02 -0.44 -2.17
H 1.93 0.22 1.42
H 1.10 -1.19 1.47
H -0.78 -1.41 -0.29
H -0.41 -0.61 -1.88
H -1.19 1.50 -0.94
H -2.43 0.25 -0.75
H -0.39 0.50 1.38
H -1.64 1.65 1.46
H -2.07 0.08 1.46
```

Summary:
SMILES: C=C(N)CC[NH3+]
Maximum force (hartree/bohr): 0.053
Total charge: +1
Energy above the lowest of the compared OMol25 structures with the same formula, charge and spin (kcal per mole): 30.7